Density functional theory data (ωB97M-V with the def2-TZVPD basis set) for 2 unconnected molecules or ions with the total composition C9H14 in a non-equilibrium geometry.

Molecular weight (g/mol): 122.211
Energy above the lowest of the compared OMol25 structures with the same formula, charge and spin (kcal per mole): 13.9
Total energy (Eh): -351.3081
Maximum force (eV Å⁻¹): 3.3
SMILES: Cc1ccccc1.CC
Gap between HOMO and LUMO (eV): 9.9

Each line ends with the Löwdin charge.
Element x y z (Å)
1 C 0.1499 1.0755 -2.5471  -0.0648
2 C 0.0717 1.5381 -1.1346  -0.2896
3 C -1.0238 1.9834 -0.4793  -0.0722
4 C -1.0002 2.2032 0.8921  -0.0950
5 C 0.1335 1.9184 1.6187  -0.1078
6 C 1.3564 1.5962 0.9975  -0.0742
7 C 1.2876 1.3899 -0.3780  -0.0494
8 H -0.0031 -0.0034 -2.5728  0.0829
9 H 1.0651 1.3201 -3.0846  0.0773
10 H -0.6015 1.5305 -3.2023  0.0782
11 H -1.9463 2.1611 -1.0262  0.1143
12 H -1.8601 2.4581 1.4941  0.1010
13 H 0.0466 1.8999 2.6992  0.0967
14 H 2.3049 1.3507 1.4501  0.0967
15 H 2.1336 0.9107 -0.8577  0.1036
16 C 0.4228 -3.1784 0.8694  -0.1760
17 C -0.9905 -2.6129 0.6788  -0.1580
18 H 0.4493 -4.1291 1.3966  0.0569
19 H 0.8945 -3.3730 -0.1049  0.0572
20 H 1.1495 -2.4870 1.2942  0.0542
21 H -1.5699 -2.9883 1.5255  0.0582
22 H -0.9934 -1.5270 0.6684  0.0512
23 H -1.4764 -3.0367 -0.1970  0.0588

Cartesian forces, eV/Å:
C -0.85 0.26 -1.08
C 3.25 -0.44 0.60
C -1.56 0.79 -0.04
C 0.36 -0.61 0.60
C 1.03 0.11 0.70
C -1.24 -0.45 -1.45
C -0.94 -0.30 0.01
H 0.07 -0.08 -0.17
H 0.37 -0.12 0.52
H -0.31 -0.14 0.34
H 0.04 -0.08 0.01
H -0.35 0.13 -0.44
H 0.20 0.31 0.02
H -0.20 0.18 0.63
H 0.12 0.38 -0.22
C 0.73 0.07 -1.33
C 0.30 -0.80 0.85
H -0.08 0.08 0.20
H -0.24 -0.13 0.02
H -0.35 0.09 0.58
H -0.27 0.49 0.03
H -0.16 0.04 -0.14
H 0.08 0.23 -0.21

=====

Density functional theory data (ωB97M-V with the def2-TZVPD basis set) for CH2BrN2OP in the gas phase in a non-equilibrium geometry.

Molecular weight (g/mol): 168.918
Energy above the lowest of the compared OMol25 structures with the same formula, charge and spin (kcal per mole): 10.0
Total energy (Eh): -3139.4071
Maximum force (eV Å⁻¹): 2.5
SMILES: O=CN/N=P\Br
Gap between HOMO and LUMO (eV): 9.0

Each line ends with the Löwdin charge.
Element x y z (Å)
1 O 1.1775 1.9862 0.0541  0.0244
2 C 0.6917 0.8710 -0.0584  -0.2891
3 N -0.6885 0.6472 -0.0452  -0.0792
4 N -1.5779 1.6388 -0.0775  -0.4340
5 P -3.0836 1.5917 0.0264  0.4682
6 Br -3.7627 -0.5096 0.0042  0.1484
7 H 1.4005 0.0344 -0.0918  0.1294
8 H -1.1474 -0.1894 0.1864  0.0318

Cartesian forces, eV/Å:
O -0.86 -1.21 -0.53
C 0.60 2.24 0.97
N 0.85 0.66 -0.54
N 2.07 0.44 0.21
P -2.03 1.38 -0.15
Br -0.06 -0.90 0.13
H -0.85 -0.63 -0.14
H 0.27 -1.97 0.05

=====

Density functional theory data (ωB97M-V with the def2-TZVPD basis set) for 2 unconnected molecules or ions with the total composition C4H4O in a non-equilibrium geometry.

Molecular weight (g/mol): 68.075
Energy above the lowest of the compared OMol25 structures with the same formula, charge and spin (kcal per mole): 103.8
Total energy (Eh): -229.8626
Maximum force (eV Å⁻¹): 2.4
Gap between HOMO and LUMO (eV): 9.0

Each line ends with the Löwdin charge.
Element x y z (Å)
1 C -0.7792 -0.8469 1.3616  0.1108
2 C 0.4454 0.9854 -0.8358  -0.3145
3 C -1.2302 -1.6833 0.4888  -0.1424
4 C 1.3473 1.4632 -0.0407  0.0037
5 O -0.3183 0.7943 -1.6982  0.1428
6 H -1.4413 -1.2904 -0.4811  0.0402
7 H -1.4915 -2.6706 0.5927  0.0219
8 H 1.3424 2.4722 0.3008  0.0614
9 H 2.1255 0.7759 0.3119  0.0761

Cartesian forces, eV/Å:
C -0.05 -0.28 0.00
C -0.75 1.35 -1.74
C 0.45 1.86 0.21
C 1.38 -1.35 0.88
O 0.10 -0.76 0.76
H -0.02 0.64 -0.78
H -0.42 -2.28 0.63
H -0.27 0.43 0.09
H -0.42 0.37 -0.06

=====

Density functional theory data (ωB97M-V with the def2-TZVPD basis set) for a molecular structure, C32H44IrNO5Si in a non-equilibrium geometry.

Molecular weight (g/mol): 743.009
Total energy (Eh): -2070.2301
Maximum force (eV Å⁻¹): 10.2
Spin multiplicity: 5
Charge: -2
Gap between HOMO and LUMO (spin up / spin down) (eV): 1.4 / 3.7

Each line ends with the Löwdin charge.
Element x y z (Å)
1 C -1.6909 -1.5276 -4.7363  -0.2414
2 C -0.4686 -0.9568 -3.9946  -0.0856
3 C -2.5830 -2.2352 -3.7145  -0.0617
4 C -1.7400 -2.4754 -2.4354  -0.1884
5 H -2.9519 -3.1588 -4.1599  0.1166
6 H -3.4385 -1.5886 -3.5288  0.1161
7 C -0.2281 -1.8539 -2.8115  -0.1690
8 H -0.6615 0.0828 -3.6949  0.1326
9 H 0.4214 -0.9487 -4.6294  0.1263
10 C 0.9749 -1.4562 -1.9027  -0.2731
11 H 0.1480 -2.8041 -3.2501  0.1295
12 H -1.5593 -3.5562 -2.3637  0.1250
13 C -2.5767 -2.0872 -1.2486  -0.2605
14 C -2.3935 -0.4105 -5.4935  -0.4072
15 C -1.3608 -2.4724 -5.8995  -0.4394
16 O -2.0309 -3.4489 -6.1822  0.0928
17 O -2.4536 0.7580 -5.1075  0.1035
18 O -2.9420 -0.8128 -6.6470  -0.0354
19 O -0.3037 -2.1005 -6.6378  -0.0261
20 C -0.1361 -2.9186 -7.8100  -0.0469
21 H 0.7017 -2.4669 -8.3357  0.0875
22 H -1.0471 -2.8925 -8.4163  0.0935
23 H 0.0834 -3.9512 -7.5216  0.0945
24 C -3.5836 0.2218 -7.3999  -0.0406
25 H -4.3302 0.7450 -6.7887  0.0969
26 H -4.0534 -0.2856 -8.2449  0.0888
27 H -2.8343 0.9436 -7.7521  0.0991
28 O 0.9633 -0.2714 -1.1125  -0.4879
29 H 1.8094 -1.2537 -2.5830  0.1015
30 H 1.2795 -2.3705 -1.3687  0.0876
31 C -2.2189 -2.7103 0.0393  -0.0713
32 C -3.0584 -0.6757 -1.2601  -0.0683
33 H -4.1218 -0.4477 -1.3415  0.0734
34 H -2.5654 -0.1117 -2.0657  0.0749
35 H -2.7116 -0.1879 -0.3361  0.0759
36 H -2.0260 -1.9109 0.7738  0.0811
37 H -1.2499 -3.2214 -0.0762  0.0774
38 H -2.9098 -3.4247 0.4974  0.0685
39 Ir 1.4662 0.4959 0.4967  1.2943
40 C 2.1739 -0.6065 2.4189  -0.2048
41 C 1.9319 -1.5370 1.3575  -0.2239
42 C 2.8569 -1.2122 0.2916  -0.2630
43 H 1.2006 -2.3375 1.3585  0.0777
44 C 3.5279 0.0179 0.6285  -0.2632
45 C 3.1273 0.3581 1.9792  -0.2382
46 H 3.5230 1.1866 2.5587  0.0779
47 H 1.7074 -0.6094 3.3963  0.0478
48 H 3.0045 -1.7394 -0.6312  0.0625
49 H 4.1911 0.5570 -0.0273  0.0815
50 C -0.3877 1.9089 1.1176  -0.1896
51 C 0.8742 2.4404 1.5085  -0.2232
52 C 1.6988 2.5976 0.3233  -0.2676
53 H 1.1651 2.7286 2.5150  0.0748
54 C 0.8916 2.1629 -0.8042  -0.2516
55 C -0.3859 1.7425 -0.2928  -0.2268
56 H -1.2102 1.3537 -0.8864  0.0659
57 H -1.2174 1.6406 1.7726  0.0814
58 H 2.7008 2.9835 0.2623  0.0805
59 H 1.2297 2.1113 -1.8318  0.0854
60 C 4.1986 0.7993 5.6441  -0.1957
61 Si 2.6918 1.9237 5.6238  0.3332
62 C 2.2383 2.3489 7.3928  -0.2052
63 C 3.1084 3.4850 4.6630  -0.1952
64 N 1.3768 1.0978 4.8493  -0.0638
65 C 0.0705 1.1858 4.7322  -0.4302
66 C -0.6908 0.0800 4.2076  -0.0720
67 C -2.0641 0.1592 4.0502  -0.1583
68 C -2.7522 1.3208 4.4347  -0.1878
69 C -2.0498 2.4148 4.9596  -0.1597
70 C -0.6699 2.3685 5.0947  -0.0738
71 H 4.9603 1.2036 6.3274  0.0080
72 H 4.6587 0.6991 4.6534  0.0098
73 H 3.9313 -0.2060 5.9969  0.0219
74 H 3.1302 2.6738 7.9474  0.0056
75 H 1.4911 3.1515 7.4483  0.0109
76 H 1.8214 1.4708 7.9047  0.0227
77 H 3.1185 3.3174 3.5780  0.0062
78 H 2.3911 4.2902 4.8728  0.0181
79 H 4.1049 3.8461 4.9592  0.0093
80 H -0.1533 -0.8336 3.9556  0.0809
81 H -2.6009 -0.6984 3.6399  0.0809
82 H -3.8389 1.3667 4.3330  0.0618
83 H -2.5834 3.3154 5.2676  0.0767
84 H -0.1104 3.2197 5.4927  0.0779

Cartesian forces, eV/Å:
C 0.65 0.24 -1.43
C -0.04 0.60 0.00
C 0.26 0.24 -0.18
C 0.06 -0.05 0.00
H -0.04 0.06 0.15
H -0.05 -0.08 0.28
C -0.69 -1.48 0.07
H -0.07 -0.30 0.00
H -0.13 0.12 -0.04
C -0.08 1.38 1.30
H 0.19 0.37 0.01
H 0.02 0.16 0.11
C 0.84 0.50 -0.68
C -0.11 2.54 1.34
C -0.37 -1.35 0.35
O 0.71 0.58 0.16
O -0.10 -2.07 -0.83
O -0.35 0.27 -0.20
O -0.19 -0.22 -0.17
C 0.10 0.24 0.20
H -0.02 -0.11 -0.06
H 0.18 -0.04 0.09
H -0.05 0.19 -0.11
C 0.02 0.11 -0.06
H 0.23 -0.16 -0.17
H 0.06 0.11 0.13
H -0.24 -0.15 0.11
O -3.43 -5.20 -8.13
H 0.12 -0.51 -0.78
H -0.29 0.00 0.32
C 0.94 0.13 0.81
C 0.57 0.89 0.35
H -0.27 -0.40 0.00
H -0.18 -0.11 0.07
H -0.20 -0.05 -0.12
H -0.14 -0.28 0.03
H -0.26 -0.07 0.11
H -0.23 0.05 -0.18
Ir 0.03 1.63 4.64
C 0.15 -0.66 0.33
C 1.28 -0.26 0.11
C 1.40 -0.75 1.06
H 0.24 0.02 0.07
C 0.95 -1.46 0.75
C 1.11 -0.61 0.05
H -0.31 -0.12 -0.12
H 0.18 0.25 -0.29
H -0.12 0.01 -0.10
H 0.31 -0.06 0.14
C -0.72 0.58 -0.25
C 0.09 1.01 -0.11
C -1.73 1.26 -0.26
H -0.10 -0.33 -0.17
C -0.26 1.59 0.55
C -0.48 1.38 -0.15
H 0.43 0.01 0.21
H 0.40 0.16 -0.08
H 0.11 0.14 0.08
H -0.08 -0.02 0.21
C 0.31 0.01 0.22
Si -2.72 -1.30 -1.69
C 0.30 0.28 0.59
C 0.54 0.47 0.21
N 2.28 0.19 1.05
C -0.13 0.43 0.14
C -0.35 0.21 0.17
C 0.45 0.27 0.32
C -0.61 0.07 -0.06
C 0.27 -0.30 -0.09
C -0.39 -0.38 -0.12
H -0.01 -0.06 -0.08
H -0.17 -0.01 0.12
H -0.02 0.22 -0.11
H -0.13 0.03 0.11
H 0.13 -0.15 -0.07
H 0.09 0.13 -0.17
H -0.03 -0.09 0.26
H 0.06 -0.18 -0.05
H -0.06 0.13 -0.12
H -0.18 0.26 0.00
H 0.01 0.20 0.08
H 0.25 0.03 -0.01
H 0.00 -0.15 -0.10
H -0.17 -0.21 -0.13